Run i
C2H10N2O2 | ωB97M-V/def2-TZVPD

Summary:
- Gap between HOMO and LUMO: 9.6285 eV
- Net charge: 0

CARTESIAN COORDINATES (ANGSTROEM)
H1 -1.406 -1.166 2.241
N1 -0.425 -0.902 2.205
C1 -0.081 -0.734 0.987
N2 1.211 -0.669 0.556
C2 1.542 -1.423 -0.651
H2 -0.837 -0.715 0.199
H3 1.912 -0.638 1.286
H4 1.589 -2.490 -0.445
H5 2.419 -1.067 -1.187
H6 0.743 -1.160 -1.353
O1 -3.572 0.651 -2.057
H7 -2.789 0.219 -2.384
H8 -3.739 0.446 -1.134
O2 1.355 3.385 0.848
H9 0.685 3.803 0.335
H10 1.391 2.459 0.555

***

Run ii
C2H10N2O2 | ωB97M-V/def2-TZVPD

Summary:
- Gap between HOMO and LUMO: 10.1976 eV
- Net charge: 0

CARTESIAN COORDINATES (ANGSTROEM)
H1 1.570 -2.036 -0.864
N1 1.159 -1.440 -0.189
C1 -0.013 -1.255 -0.598
N2 -0.828 -0.230 -0.269
C2 -1.800 0.170 -1.272
H2 -0.370 -2.102 -1.191
H3 -0.688 0.334 0.472
H4 -2.882 0.335 -0.995
H5 -1.741 -0.656 -1.995
H6 -1.502 1.175 -1.843
O1 2.282 0.288 1.453
H7 2.091 -0.541 1.935
H8 2.102 -0.112 0.536
O2 -0.153 1.879 1.778
H9 0.125 2.783 1.635
H10 0.648 1.407 1.406

***

Least stable = run ii

***

Run i
C2H10N2O2 | ωB97M-V/def2-TZVPD

Summary:
- Gap between HOMO and LUMO: 10.4414 eV
- Net charge: 0

CARTESIAN COORDINATES (ANGSTROEM)
N1 -0.739 -0.136 3.455
C1 -0.054 1.110 3.300
O1 1.133 0.905 2.568
H1 -1.651 -0.059 3.886
H2 -0.247 -0.844 3.979
H3 -0.712 1.797 2.760
H4 0.312 1.582 4.206
H5 0.911 0.369 1.797
N2 0.380 -1.391 -2.269
C2 0.378 -0.465 -3.390
O2 -0.896 0.097 -3.640
H6 -0.529 -1.830 -2.106
H7 0.988 -2.159 -2.526
H8 1.086 0.330 -3.164
H9 0.693 -0.927 -4.326
H10 -1.409 0.028 -2.814

***

Run ii
C2H10N2O2 | ωB97M-V/def2-TZVPD

Summary:
- Gap between HOMO and LUMO (spin up / spin down): 9.3915 / 7.6304 eV
- Net charge: 0

CARTESIAN COORDINATES (ANGSTROEM)
C1 -1.467 -0.521 -0.524
N1 -0.832 0.574 0.182
O1 -2.314 1.779 0.204
H1 -2.083 2.335 0.962
H2 -0.488 0.409 1.119
H3 -0.742 -1.313 -0.737
H4 -1.896 -0.128 -1.442
H5 -2.273 -0.904 0.098
C2 2.113 0.155 -0.215
N2 1.206 -0.467 0.721
O2 1.113 -1.820 0.280
H6 0.811 -2.290 1.067
H7 -0.248 1.195 -0.352
H8 3.131 -0.244 -0.105
H9 2.147 1.224 0.011
H10 1.823 0.015 -1.269

***

Run iii
C2H10N2O2 | ωB97M-V/def2-TZVPD

Summary:
- Gap between HOMO and LUMO: 8.5529 eV
- Net charge: 0

CARTESIAN COORDINATES (ANGSTROEM)
N1 0.075 -0.865 2.193
C1 0.409 -0.635 0.860
C2 0.747 -1.590 -0.009
N2 1.241 -1.259 -1.305
H1 -0.423 -1.720 2.357
H2 -0.413 -0.139 2.690
H3 0.629 0.377 0.604
H4 0.641 -2.639 0.232
H5 1.268 -2.010 -1.970
H6 2.098 -0.730 -1.266
O1 -1.615 2.106 0.435
H7 -1.808 2.349 -0.484
H8 -1.952 1.205 0.346
O2 -0.433 1.499 -1.762
H9 0.128 0.790 -2.106
H10 0.117 1.829 -1.035

***

Least stable = run ii

***

Run i
C4H4N2S2 | ωB97M-V/def2-TZVPD

Summary:
- Gap between HOMO and LUMO: 8.9284 eV
- Net charge: 0

CARTESIAN COORDINATES (ANGSTROEM)
H1 -2.726 0.106 1.050
N1 -1.906 0.189 1.642
C1 -1.124 -0.400 0.814
N2 -1.323 -0.433 -0.589
S1 -0.308 -1.645 -1.282
C2 1.034 -0.787 -0.345
C3 1.336 0.699 -0.614
C4 1.988 1.904 -0.388
S2 0.456 -0.753 1.390
H2 -2.265 -0.370 -0.848
H3 1.997 -1.299 -0.335
H4 2.841 2.790 -0.494

***

Run ii
C4H4N2S2 | ωB97M-V/def2-TZVPD

Summary:
- Gap between HOMO and LUMO: 7.3533 eV
- Net charge: 0

CARTESIAN COORDINATES (ANGSTROEM)
S1 1.003 2.318 -0.013
C1 0.989 0.733 -0.196
C2 2.131 -0.121 -0.674
N1 1.927 -1.330 -0.408
N2 0.597 -1.487 0.289
C3 0.073 -0.311 0.293
C4 -1.338 0.099 0.779
S2 -2.424 0.431 -0.654
H1 2.953 0.182 -1.262
H2 -1.784 -0.582 1.529
H3 -1.315 1.014 1.330
H4 -2.812 -0.946 -1.014

***

Least stable = run i

***

Run i
C2H6NO2P | ωB97M-V/def2-TZVPD

Summary:
- Gap between HOMO and LUMO: 10.2028 eV
- Net charge: 0

CARTESIAN COORDINATES (ANGSTROEM)
N1 0.844 0.921 -0.871
C1 0.198 -0.323 -0.255
P1 -1.241 -0.920 -1.182
C2 -0.102 -0.114 1.247
O1 -0.677 -0.977 1.878
O2 0.462 0.982 1.805
H1 1.052 0.817 -1.892
H2 1.768 1.160 -0.480
H3 0.861 -1.469 -0.284
H4 -2.139 -0.023 -0.749
H5 -1.536 -1.874 -0.319
H6 0.512 1.819 1.102

***

Run ii
C2H6NO2P | ωB97M-V/def2-TZVPD

Summary:
- Gap between HOMO and LUMO: 8.9957 eV
- Net charge: 0

CARTESIAN COORDINATES (ANGSTROEM)
C1 -1.040 1.325 -1.085
C2 1.928 0.542 1.514
N1 -2.155 1.622 -1.328
O1 0.018 1.130 -0.620
O2 -0.471 -0.682 1.861
P1 0.571 -0.617 0.794
H1 2.271 1.096 0.676
H2 1.510 0.931 2.323
H3 2.820 -0.078 1.980
H4 -3.147 1.550 -1.638
H5 -1.674 -1.136 -2.103
H6 -2.022 -1.059 -1.329

***

Run iii
C2H6NO2P | ωB97M-V/def2-TZVPD

Summary:
- Gap between HOMO and LUMO: 8.3105 eV
- Net charge: 0

CARTESIAN COORDINATES (ANGSTROEM)
C1 0.332 1.165 -1.299
C2 0.937 -0.265 -1.437
N1 -1.100 -0.645 1.455
O1 1.501 -1.146 1.255
O2 0.294 1.064 0.181
P1 0.624 -0.581 0.190
H1 0.926 1.984 -1.686
H2 -0.746 1.068 -1.543
H3 0.976 -0.828 -2.300
H4 -0.986 0.357 1.441
H5 -0.703 -1.206 2.365
H6 -2.055 -0.967 1.379

***

Run iv
C2H6NO2P | ωB97M-V/def2-TZVPD

Summary:
- Gap between HOMO and LUMO: 10.5652 eV
- Net charge: 0

CARTESIAN COORDINATES (ANGSTROEM)
C1 1.367 -0.042 0.328
C2 -0.170 -0.167 0.411
P1 -1.065 -1.357 -0.770
N1 -1.080 1.194 0.337
O1 -0.519 2.245 0.370
O2 -2.230 0.927 0.150
H1 1.625 0.372 -0.608
H2 1.843 0.531 1.154
H3 1.779 -0.980 0.293
H4 -0.417 -0.584 1.366
H5 -1.171 -0.303 -1.719
H6 0.039 -1.834 -1.313

***

Least stable = run iv